Formula: CHF2NO2
Source: the OMol25 dataset
Level of theory: the ωB97M-V functional and the def2-TZVPD basis

Positions of all 7 atoms, in Å:
C1 1.2728 0.2922 0.0624
N1 -1.7564 -0.0077 0.4178
O1 2.3206 0.3048 -0.5070
O2 0.5227 0.9000 0.7820
F1 -1.0653 -1.1381 0.2132
F2 -2.0057 0.4246 -0.8124
H1 0.7113 -0.7758 -0.1559

LUMO level (spin up / spin down) (eV): -0.98 / -3.24
HOMO level (spin up / spin down) (eV): -11.477 / -10.965
Relative energy (zero: lowest compared OMol25 entry of this formula, charge and spin) (kcal/mol): 99.4
E_tot (eV): -12066.1198

Charges in e, computed with Mulliken, in the same order as the atoms: 0.5018 0.1774 -0.3624 -0.3803 -0.1105 -0.0729 0.2469